[1]
Formula: C25H65Cl4O24P5
Source: the OMol25 dataset
Level of theory: ωB97M-V with the def2-TZVPD basis set

**HOMO level**: -10.140 eV

```
! wB97M-V def2-TZVPD RIJCOSX def2/J DEFGRID3
* xyz 0 1
Cl 18.926 5.780 -6.261
Cl 7.841 5.824 -2.695
Cl 9.949 4.093 -2.426
Cl 16.841 7.198 -4.753
P 9.258 1.174 -9.756
P 24.054 13.701 -4.149
P 18.304 22.612 -1.554
P 1.684 7.170 -8.339
P 20.493 22.111 -13.173
O 9.071 2.758 -10.088
O 22.616 13.052 -4.380
O 10.865 0.992 -9.595
O 24.309 14.728 -5.412
O 13.638 12.654 -6.814
O 20.534 21.149 -11.941
O 18.629 21.390 -0.547
O 25.144 12.505 -4.505
O 16.714 22.834 -1.120
O 19.050 23.860 -0.796
O 1.139 8.512 -7.515
O 9.437 9.962 1.847
O 18.578 22.366 -3.014
O 8.662 1.042 -8.194
O 20.855 23.484 -12.433
O 8.604 0.261 -10.731
O 7.719 11.051 0.736
O 12.412 14.608 -6.632
O 3.291 7.472 -8.457
O 0.991 6.958 -9.696
O 21.839 21.816 -14.052
O 24.176 14.285 -2.799
O 1.630 5.962 -7.225
O 19.179 22.027 -13.883
C 23.684 16.049 -5.375
C 22.116 12.871 -5.727
C 17.164 6.204 -6.235
C 8.218 10.317 1.627
C 12.572 13.252 -6.656
C 8.363 4.447 -1.770
C 19.974 24.603 -12.535
C 9.697 3.711 -9.200
C 25.374 11.528 -3.540
C 7.285 9.923 2.712
C 10.469 10.276 1.013
C 0.564 5.028 -7.257
C 11.706 1.461 -10.639
C 22.954 21.239 -13.444
C 19.857 21.218 0.126
C 11.255 12.542 -6.428
C 13.966 15.790 -5.316
C 18.441 24.519 0.345
C 7.279 1.170 -7.888
C 15.787 23.389 -2.085
C 1.835 8.959 -6.357
C 13.583 15.500 -6.722
C 3.808 8.243 -9.478
C 11.606 10.455 1.958
C 19.406 21.146 -11.096
H 22.878 13.152 -6.454
H 13.182 16.308 -4.764
H 17.429 24.252 0.649
H 18.513 25.596 0.192
H 10.649 9.496 0.274
H 19.211 24.512 -11.761
H 7.183 8.839 2.660
H 14.804 16.487 -5.284
H 4.862 8.492 -9.356
H 24.479 16.755 -5.132
H 23.100 21.569 -12.416
H 11.252 1.668 -11.608
H 6.378 10.517 2.595
H 11.055 12.504 -5.357
H 16.204 23.759 -3.022
H 21.194 13.440 -5.847
H 10.415 13.135 -6.791
H 14.336 14.958 -4.718
H 16.544 5.311 -6.311
H 12.453 0.671 -10.715
H 22.886 16.103 -4.634
H 2.608 8.227 -6.121
H 18.513 20.650 -11.477
H 11.401 11.548 -6.851
H 13.325 16.397 -7.287
H 25.031 11.817 -2.547
H 19.806 21.653 1.124
H 0.520 4.545 -6.281
H 24.756 10.662 -3.779
H 3.228 9.158 -9.589
H 23.343 16.263 -6.388
H 11.460 11.201 2.739
H 12.209 2.332 -10.218
H 19.132 24.237 1.138
H 22.908 20.152 -13.387
H 15.210 24.207 -1.654
H 19.597 24.665 -13.555
H 16.982 6.879 -7.071
H 2.222 9.956 -6.567
H 23.862 21.474 -14.000
H 7.163 0.680 -6.922
H 10.393 4.371 -9.717
H 0.703 4.376 -8.119
H 14.462 15.023 -7.156
H 10.366 3.268 -8.462
H 9.007 4.254 -8.554
H 14.981 22.694 -2.319
H 19.593 20.503 -10.236
H 21.898 11.808 -5.830
H 20.075 20.157 0.247
H 20.702 25.414 -12.531
H 20.710 21.697 -0.355
H 1.186 9.083 -5.490
H 7.745 10.137 3.676
H 6.650 0.754 -8.676
H 26.413 11.204 -3.475
H 3.763 7.773 -10.460
H 11.898 9.501 2.397
H 7.021 2.221 -7.757
H -0.430 5.435 -7.438
H 10.262 11.216 0.501
H 12.477 10.942 1.519
H 19.126 22.156 -10.796
H 7.632 3.644 -1.861
H 8.495 4.808 -0.750
*
```

These are the Mulliken partial charges, in e, on atoms 1 to 5: -0.149, -0.144, -0.140, -0.147, 1.067

=====

[2]
Formula: C30H37Br2ClF2N2O5S
Source: the OMol25 dataset
Level of theory: ωB97M-V with the def2-TZVPD basis set

**SMILES string**: CCCOCc1c(COCCOCC)c(CC(=O)Br)c2c(c1C[C@H](C)F)Sc1cc(Cl)c(CC(=O)Br)c([C@@H](C)F)c1N2N
**HOMO level**: -8.394 eV

```
! wB97M-V def2-TZVPD RIJCOSX def2/J DEFGRID3
* xyz 0 1
Br -4.775 1.091 -1.476
Br -3.661 -5.100 0.315
Cl -1.056 -7.588 -2.093
S 2.455 -2.557 -1.771
F -4.233 -2.227 -2.223
F 2.479 -3.213 1.472
O -4.800 -7.213 -1.265
O 4.010 1.899 2.469
O -3.511 5.164 3.367
O -1.768 2.460 1.780
O -2.805 -0.193 0.386
N -0.250 -0.998 -2.631
N 0.503 -0.707 -3.774
C 2.599 -0.421 0.530
C -3.198 -2.089 -3.294
C 4.959 3.243 0.577
C -1.667 1.491 -1.290
C 0.397 -0.405 -1.399
C 4.004 -1.124 0.997
C -2.967 0.688 -0.631
C -2.618 3.618 1.442
C 2.605 1.498 2.642
C 0.451 1.522 0.734
C -0.878 -5.721 -2.280
C 3.884 -2.704 1.420
C -2.909 3.209 5.016
C -0.448 -2.494 -2.535
C 4.146 3.299 2.038
C -0.272 0.886 -0.632
C -2.361 4.840 2.510
C 1.824 -1.038 -0.798
C -2.177 -4.768 -2.683
C 0.649 -5.119 -1.985
C -0.342 2.778 1.436
C -3.675 -5.464 -2.923
C 4.875 -3.681 0.494
C 4.929 4.752 -0.068
C -1.965 -3.124 -2.843
C -4.018 3.990 4.095
C -3.792 -2.487 -4.805
C 0.825 -3.494 -2.116
C 1.888 0.881 1.302
C -4.106 -6.051 -1.417
H -2.123 5.831 1.888
H 4.811 3.874 2.839
H -3.376 2.943 6.056
H 4.357 2.437 -0.067
H 6.032 2.833 0.811
H -4.546 3.184 3.429
H 4.323 -2.800 2.522
H -0.279 3.684 0.662
H -3.749 3.246 1.400
H 1.481 -0.428 -3.535
H 1.558 -5.813 -1.677
H -1.717 2.651 -1.141
H -4.926 -2.808 -4.616
H 5.450 -4.478 1.158
H 4.577 -0.574 1.857
H -3.665 -6.315 -3.726
H 3.110 3.835 1.902
H -2.841 -0.952 -3.272
H -1.396 4.681 3.192
H -2.406 4.069 0.365
H 4.169 -4.309 -0.225
H -2.572 2.224 4.431
H -3.772 -1.577 -5.553
H -1.934 3.862 5.174
H -4.490 -4.630 -3.161
H 0.509 -1.597 -4.357
H 2.605 0.622 3.452
H 2.043 2.394 3.141
H 0.137 3.173 2.428
H -1.738 1.292 -2.462
H 5.933 5.290 0.257
H 4.016 5.316 0.454
H -3.154 -3.392 -5.249
H 4.728 -1.085 0.049
H 4.802 4.639 -1.226
H 5.664 -3.046 -0.129
H -4.855 4.397 4.839
*
```

These are the Mulliken partial charges, in e, on atoms 1 to 5: -0.139, -0.101, -0.193, -0.198, -0.293

=====

What did we get for frontier orbital gap? Answer: 10.3, 7.7 eV, in the order shown.
What did we get for strongest force on any atom? Answer: 5.57, 10.01 eV/Å, in the order shown.